Computed, not measured: a structure of composition C16H20BaIN3O8P2, with ωB97M-V/def2-TZVPD.

Last column: Mulliken charge in e.
Atoms and positions in Å:
Ba 0.2496 0.5953 0.6503  1.892
C 0.5507 -1.3995 4.8563  -1.148
C -0.7239 -0.7818 4.3669  0.574
N -1.4809 -0.1339 5.2156  -0.664
C -2.6144 0.4544 4.7706  -1.052
C -3.0651 0.3259 3.4869  0.397
C -4.2866 1.0707 3.0145  -0.829
O -4.0343 1.8041 1.8206  -0.475
C -2.2824 -0.3999 2.5568  0.683
C -2.8528 -0.6123 1.2282  -0.228
N -2.2039 -0.5720 0.1263  -0.105
C -2.9028 -0.7026 -1.0863  0.181
C -4.1780 -0.1628 -1.2722  0.078
C -4.8225 -0.2795 -2.4924  -0.806
C -4.2056 -0.9207 -3.5555  -0.498
C -2.9218 -1.4268 -3.4055  -0.496
C -2.2858 -1.2997 -2.1830  -0.318
I -0.3105 -2.0056 -1.9972  0.019
C -1.0179 -0.8933 2.9556  0.335
O -0.1307 -1.3713 2.1498  -1.188
H 0.5918 -1.3347 5.9409  0.388
H 1.4174 -0.8895 4.4293  0.187
H 0.6178 -2.4403 4.5366  0.314
H -3.1579 1.0478 5.4972  0.360
H -4.6342 1.7288 3.8164  0.352
H -5.1085 0.3890 2.7764  0.341
H -3.1584 2.2212 1.8824  0.288
H -3.9289 -0.8042 1.2019  0.663
H -4.6348 0.3885 -0.4591  0.483
H -5.8082 0.1496 -2.6154  0.396
H -4.7074 -1.0098 -4.5097  0.373
H -2.4138 -1.9065 -4.2301  0.376
N -0.2165 5.3096 0.3040  -0.339
C 0.7948 4.5325 1.1330  0.957
C 1.6920 5.4984 1.8879  -1.837
P 1.6696 3.4529 -0.0995  0.652
O 2.7520 4.4525 -0.7487  -0.580
O 0.6065 3.1227 -1.1001  -0.835
O 2.3566 2.3304 0.6149  -0.785
P -0.3712 3.6599 2.3073  0.660
O 0.6467 2.8764 3.2708  -0.452
O -1.1027 4.7570 2.9844  -0.821
O -1.1314 2.6507 1.4846  -0.470
H 0.2277 6.0739 -0.2041  0.345
H -0.9477 5.6717 0.9308  0.354
H -0.5942 4.6359 -0.3825  0.296
H 2.2343 6.1531 1.2028  0.441
H 2.4252 4.9205 2.4499  0.408
H 1.1130 6.0917 2.5964  0.461
H 3.6476 4.2163 -0.4792  0.344
H 0.4392 2.9971 4.2061  0.326

Forces on atoms 1 to 2 (eV/Å):
0.1 -0.2 -0.2
0.0 0.0 0.0

Values from the calculation:
energy relative to the best compared isomer or geometry (same formula, charge and spin) = 30.0 kJ/mol
HOMO energy = -7.55 eV
DFT total energy = -2394.157803 Eh
Kohn-Sham gap = 7.60 eV